--- 1 ---
Molecular formula: C38H106N8O14
Method: DFT, wB97M-V/def2-TZVPD

XYZ file:
```
166
C38H106N8O14 wB97M-V/def2-TZVPD
C -8.35 -3.32 -1.43
C -8.58 -4.63 -2.20
C -10.14 -5.12 -2.19
O -10.46 -5.89 -1.13
C -11.83 -6.28 -1.11
N -8.27 -4.33 -3.60
H -8.32 -3.43 -0.35
H -9.06 -2.50 -1.47
H -7.31 -3.02 -1.60
H -7.99 -5.47 -1.85
H -10.41 -5.75 -3.04
H -10.84 -4.29 -2.31
H -12.15 -6.84 -0.23
H -12.14 -6.74 -2.05
H -12.46 -5.39 -1.19
H -8.51 -5.03 -4.29
H -7.33 -3.97 -3.65
C -7.46 0.78 4.52
C -6.03 0.45 4.72
C -5.65 0.45 6.24
O -4.16 0.33 6.28
C -3.82 -0.08 7.60
N -5.68 -0.84 4.15
H -7.63 1.78 4.91
H -8.11 0.17 5.15
H -7.83 0.67 3.50
H -5.46 1.24 4.22
H -6.25 -0.36 6.66
H -6.08 1.31 6.74
H -4.06 0.69 8.34
H -2.74 -0.21 7.47
H -4.29 -0.99 7.97
H -6.49 -1.39 4.39
H -4.90 -1.08 4.74
C -0.96 -9.03 -0.98
C -2.47 -9.00 -0.64
C -2.85 -7.58 -0.38
O -1.95 -7.12 0.64
C -1.30 -5.91 0.32
N -3.24 -9.46 -1.78
H -0.56 -9.99 -1.31
H -0.41 -8.90 -0.05
H -0.66 -8.26 -1.69
H -2.60 -9.51 0.32
H -3.89 -7.50 -0.06
H -2.82 -6.85 -1.19
H -1.49 -5.31 1.21
H -1.55 -5.24 -0.50
H -0.30 -6.32 0.18
H -3.08 -10.40 -2.11
H -4.12 -9.44 -1.28
C 3.20 -3.32 3.92
C 3.94 -4.61 4.47
C 3.62 -5.79 3.55
O 4.45 -6.88 3.98
C 4.50 -7.93 2.95
N 5.32 -4.32 4.70
H 3.68 -3.06 2.98
H 3.21 -2.37 4.47
H 2.18 -3.55 3.62
H 3.60 -4.93 5.45
H 3.90 -5.57 2.53
H 2.56 -6.04 3.48
H 3.55 -8.40 2.70
H 5.23 -8.66 3.31
H 4.96 -7.44 2.10
H 5.23 -3.49 5.28
H 5.59 -5.08 5.31
C 6.29 0.34 -5.58
C 6.14 1.31 -6.69
C 4.75 2.02 -6.64
O 3.69 1.01 -6.71
C 2.44 1.61 -6.87
N 7.20 2.31 -6.53
H 7.33 0.12 -5.33
H 5.95 -0.64 -5.91
H 5.92 0.71 -4.63
H 6.23 0.71 -7.60
H 4.66 2.61 -7.55
H 4.56 2.68 -5.79
H 2.25 2.23 -7.75
H 2.31 2.34 -6.08
H 1.59 0.95 -7.00
H 7.45 2.22 -5.56
H 7.98 1.97 -7.08
C -2.69 8.60 3.94
C -2.39 7.04 3.98
C -3.06 6.29 5.21
O -2.48 6.87 6.44
C -3.09 6.53 7.73
N -2.88 6.66 2.69
H -3.12 9.06 4.83
H -3.40 8.87 3.16
H -1.77 9.15 3.77
H -1.31 6.84 3.96
H -2.90 5.22 5.10
H -4.15 6.32 5.18
H -4.11 6.15 7.71
H -3.17 7.32 8.47
H -2.44 5.84 8.26
H -2.64 5.72 2.43
H -2.32 7.20 2.05
C 3.33 7.78 0.02
C 2.70 7.95 -1.34
C 3.76 7.85 -2.51
O 3.11 8.19 -3.73
C 3.80 7.94 -5.00
N 1.85 6.91 -1.68
H 3.66 6.75 0.13
H 2.73 7.75 0.93
H 4.08 8.56 0.20
H 2.18 8.91 -1.37
H 4.15 6.83 -2.58
H 4.64 8.47 -2.33
H 4.75 8.43 -5.20
H 3.16 8.04 -5.88
H 4.15 6.91 -5.03
H 2.15 5.96 -1.51
H 1.88 6.90 -2.69
C 8.58 3.35 2.86
C 7.31 3.25 2.11
C 7.47 2.79 0.64
O 8.50 3.50 -0.14
C 8.30 4.93 -0.20
N 6.32 2.33 2.87
H 9.10 2.41 3.06
H 8.33 3.77 3.84
H 9.25 4.07 2.40
H 6.89 4.25 2.15
H 6.51 2.93 0.13
H 7.67 1.73 0.53
H 9.10 5.61 0.09
H 7.38 5.28 0.27
H 8.22 5.20 -1.26
H 6.54 2.53 3.84
H 6.61 1.36 2.87
C 4.49 -4.87 -2.29
C 5.49 -3.87 -1.72
O 4.78 -2.72 -1.50
O 4.09 -4.43 -3.62
H 3.58 -4.79 -1.70
H 4.91 -5.87 -2.41
H 6.30 -3.73 -2.43
H 5.89 -4.20 -0.76
H 4.26 -2.67 -2.30
H 3.51 -5.08 -4.03
C -4.45 0.01 -5.30
C -5.03 0.44 -6.67
O -5.81 1.69 -6.62
O -3.84 -1.31 -5.20
H -5.21 0.21 -4.53
H -3.68 0.68 -4.92
H -5.65 -0.34 -7.10
H -4.15 0.58 -7.30
H -5.81 1.94 -7.55
H -2.99 -1.31 -5.65
C -0.73 1.26 0.61
C 0.45 1.36 -0.43
O 1.48 2.01 0.13
O -1.79 0.51 0.03
H -1.07 2.29 0.71
H -0.29 0.80 1.50
H 0.15 1.94 -1.31
H 0.82 0.39 -0.75
H 2.00 1.54 0.79
H -2.35 0.26 0.77
```

As for the HOMO-LUMO gap: 8.9 eV. As for the SMILES: COC[C@H](C)N.COC[C@H](C)N.COC[C@H](C)N.COC[C@H](C)N.COC[C@H](C)N.COC[C@H](C)N.COC[C@H](C)N.COC[C@H](C)N.OCCO.OCCO.OCCO.


--- 2 ---
Molecular formula: C38H106N8O14
Method: DFT, wB97M-V/def2-TZVPD

XYZ file:
```
166
C38H106N8O14 wB97M-V/def2-TZVPD
C -0.39 -2.25 -4.68
C 0.78 -1.85 -5.42
O 1.65 -1.03 -4.66
O -1.33 -2.98 -5.43
H -0.94 -1.34 -4.29
H -0.13 -2.80 -3.81
H 0.36 -1.47 -6.37
H 1.48 -2.69 -5.60
H 1.29 -0.16 -4.48
H -2.03 -2.44 -5.79
C 4.21 3.28 1.91
C 4.42 3.78 0.53
O 3.28 3.72 -0.29
O 3.28 3.97 2.76
H 5.26 3.28 2.34
H 3.88 2.19 1.71
H 5.30 3.26 0.17
H 4.72 4.79 0.54
H 3.15 2.79 -0.50
H 2.40 4.11 2.37
C 0.11 -0.12 0.49
C -0.53 -0.49 -0.79
O -1.63 0.42 -1.15
O 1.09 0.86 0.24
H 0.65 -1.00 0.83
H -0.54 0.09 1.35
H -0.93 -1.49 -0.72
H 0.20 -0.47 -1.64
H -2.07 0.80 -0.38
H 1.44 1.02 1.16
C -2.26 -0.90 4.34
C -1.99 -2.44 4.36
C -1.64 -2.86 2.97
O -2.70 -2.60 2.09
C -3.13 -3.72 1.30
N -1.11 -2.70 5.42
H -3.09 -0.60 3.71
H -1.43 -0.32 3.94
H -2.37 -0.59 5.40
H -3.07 -2.79 4.55
H -1.30 -3.91 2.92
H -0.78 -2.27 2.65
H -3.79 -4.38 1.89
H -2.27 -4.25 0.88
H -3.64 -3.28 0.41
H -1.06 -3.64 5.67
H -0.23 -2.25 5.38
C -0.34 4.63 3.52
C -0.37 4.01 2.14
C -1.56 4.64 1.34
O -2.73 4.08 1.84
C -3.93 4.56 1.23
N 0.97 4.03 1.47
H -1.38 4.55 3.90
H -0.08 5.69 3.43
H 0.39 4.07 4.12
H -0.66 2.92 2.24
H -1.49 4.29 0.28
H -1.52 5.72 1.29
H -3.81 4.48 0.11
H -4.14 5.56 1.50
H -4.74 3.93 1.62
H 0.98 3.32 0.73
H 1.11 4.98 1.12
C -3.51 0.55 -5.75
C -4.37 -0.38 -4.87
C -4.93 -1.51 -5.69
O -3.96 -2.31 -6.40
C -4.46 -3.59 -6.68
N -3.69 -0.83 -3.62
H -2.85 -0.03 -6.37
H -3.02 1.32 -5.20
H -4.16 0.99 -6.51
H -5.30 0.08 -4.57
H -5.58 -1.07 -6.40
H -5.51 -2.27 -5.15
H -3.55 -4.10 -6.97
H -5.30 -3.55 -7.38
H -4.93 -4.03 -5.76
H -2.92 -0.24 -3.28
H -3.30 -1.78 -3.76
C 2.18 -4.81 2.41
C 2.23 -5.68 1.15
C 2.59 -4.78 -0.03
O 2.12 -3.49 0.06
C 2.37 -2.63 -1.08
N 3.11 -6.83 1.08
H 3.09 -4.20 2.46
H 2.02 -5.40 3.34
H 1.36 -4.12 2.25
H 1.21 -6.06 1.01
H 2.24 -5.31 -0.93
H 3.73 -4.86 -0.08
H 2.49 -1.63 -0.66
H 1.50 -2.62 -1.74
H 3.21 -2.92 -1.66
H 2.81 -7.67 1.55
H 4.04 -6.66 1.44
C -5.40 0.23 0.29
C -4.62 1.27 1.06
C -5.06 1.41 2.51
O -6.34 2.01 2.54
C -6.98 2.11 3.79
N -3.16 1.13 0.99
H -5.24 0.38 -0.76
H -6.41 0.34 0.61
H -5.08 -0.80 0.60
H -4.90 2.20 0.59
H -4.34 2.18 2.90
H -4.97 0.46 3.06
H -7.81 2.79 3.67
H -6.26 2.67 4.45
H -7.20 1.13 4.26
H -2.77 1.91 1.50
H -2.90 0.27 1.45
C 7.58 -1.78 0.30
C 6.11 -1.43 0.52
C 5.65 -0.76 -0.82
O 4.58 0.21 -0.73
C 4.18 0.68 -1.98
N 5.50 -2.65 1.07
H 7.85 -2.37 1.19
H 8.21 -0.92 0.29
H 7.71 -2.44 -0.57
H 6.08 -0.74 1.28
H 5.43 -1.50 -1.56
H 6.58 -0.23 -1.21
H 4.05 -0.14 -2.70
H 4.90 1.33 -2.45
H 3.24 1.30 -1.90
H 4.62 -2.34 1.50
H 5.14 -3.30 0.45
C -1.34 3.15 -3.20
C -0.23 2.74 -4.21
C 0.93 3.69 -4.20
O 0.66 4.91 -4.90
C 0.84 4.80 -6.30
N 0.32 1.37 -3.78
H -2.23 2.53 -3.43
H -1.54 4.20 -3.19
H -1.01 2.78 -2.23
H -0.75 2.56 -5.15
H 1.83 3.19 -4.59
H 1.08 3.93 -3.20
H 1.83 4.39 -6.52
H 0.76 5.88 -6.59
H 0.04 4.23 -6.81
H 0.82 1.59 -2.92
H -0.36 0.76 -3.42
C 3.97 -0.26 3.21
C 2.55 -0.43 3.77
C 2.47 -0.83 5.25
O 1.16 -0.77 5.71
C 1.02 -0.91 7.16
N 1.86 0.85 3.46
H 3.91 -0.36 2.10
H 4.70 -1.04 3.49
H 4.34 0.73 3.23
H 2.03 -1.25 3.26
H 3.12 -0.09 5.72
H 2.83 -1.86 5.32
H -0.04 -1.07 7.37
H 1.27 0.02 7.71
H 1.56 -1.88 7.48
H 2.42 1.63 3.80
H 1.02 0.88 4.03
```

As for the HOMO-LUMO gap: 9.7 eV. As for the SMILES: COC[C@H](C)N.COC[C@H](C)N.COC[C@H](C)N.COC[C@H](C)N.COC[C@H](C)N.COC[C@H](C)N.COC[C@H](C)N.COC[C@H](C)N.OCCO.OCCO.OCCO.


Which one is most stable, and which one is least stable? 2 is the most stable of them, while 1 is the least stable.


--- 1 ---
Molecular formula: C2H4F2N2O2
Method: DFT, wB97M-V/def2-TZVPD

XYZ file:
```
12
C2H4F2N2O2 wB97M-V/def2-TZVPD
C 0.43 -1.29 0.02
C -0.25 -0.03 -2.03
N 0.76 -0.83 1.20
N -0.09 1.83 1.22
O 0.43 -2.38 -0.48
O 0.25 -0.17 -0.81
F -1.16 1.97 0.36
F -0.66 2.31 2.30
H -0.06 0.84 -2.62
H -1.01 -0.73 -2.35
H 1.01 -1.58 1.78
H 0.36 0.07 1.41
```

As for the HOMO-LUMO gap (alpha / beta): 11.3 / 5.6 eV.


--- 2 ---
Molecular formula: C2H4F2N2O2
Method: DFT, wB97M-V/def2-TZVPD

XYZ file:
```
12
C2H4F2N2O2 wB97M-V/def2-TZVPD
C -0.49 -0.31 -0.48
C 1.03 -0.36 1.26
N -0.73 0.50 -1.59
N 2.37 -0.90 0.38
O -0.93 -1.37 -0.18
O 0.51 0.40 0.27
F 3.23 -1.40 1.22
F 2.05 -2.05 -0.37
H 1.62 0.29 1.95
H 0.57 -1.26 1.67
H -1.34 0.20 -2.35
H -0.15 1.34 -1.72
```

As for the HOMO-LUMO gap: 10.6 eV. As for the SMILES: NC(=O)OCN(F)F.


Which one is most stable, and which one is least stable? 2 is the most stable of them, while 1 is the least stable.


--- 1 ---
Molecular formula: C5H11O4P
Method: DFT, wB97M-V/def2-TZVPD

XYZ file:
```
21
C5H11O4P wB97M-V/def2-TZVPD
C -0.82 -1.25 0.18
C -1.71 -3.57 -0.34
C 3.02 1.09 0.27
C -0.87 3.02 -0.48
C -1.05 -2.23 -0.69
O -0.08 -0.09 -0.08
O -0.41 1.09 2.17
O 1.92 0.74 1.08
O 0.36 2.45 0.08
P 0.40 1.10 0.97
H -1.10 -1.37 1.16
H -2.56 -3.65 -1.01
H -1.16 -4.47 -0.80
H -1.61 -3.79 0.72
H 3.17 0.38 -0.59
H 3.96 0.88 0.87
H 3.00 2.23 0.07
H -1.70 2.98 0.17
H -1.01 2.48 -1.41
H -0.84 4.10 -0.53
H -0.90 -2.13 -1.80
```

As for the HOMO-LUMO gap: 9.7 eV. As for the SMILES: C/C=C/OP(=O)(OC)OC.


--- 2 ---
Molecular formula: C5H11O4P
Method: DFT, wB97M-V/def2-TZVPD

XYZ file:
```
21
C5H11O4P wB97M-V/def2-TZVPD
C -0.55 -0.72 -2.50
C -1.82 -0.15 -3.10
C 0.80 -0.37 2.70
C -0.26 -0.67 0.35
C 0.44 0.21 1.33
O -0.26 -1.91 -2.63
O 1.64 0.57 3.27
O 1.47 0.81 0.71
O 0.14 1.71 -1.56
P 0.76 0.22 -1.45
H -1.79 0.92 -2.95
H -2.64 -0.68 -2.63
H -2.00 -0.51 -4.05
H -0.25 -0.47 3.28
H 1.06 -1.46 2.54
H 0.14 -1.75 0.24
H -1.33 -0.73 0.22
H -0.20 1.10 1.60
H 2.06 0.29 4.16
H 2.08 1.22 1.45
H 0.50 2.37 -0.95
```

As for the HOMO-LUMO gap: 8.6 eV. As for the SMILES: CC(=O)P(O)C[C@H](O)CO.


Which one is most stable, and which one is least stable? 1 is the most stable of them, while 2 is the least stable.